ORCA calculation (the ωB97M-V functional and the def2-TZVPD basis) on a cluster of 3 separate species, C5H11NO2 in total in a non-equilibrium geometry.

Values from the calculation:
frontier orbital gap = 9.440 eV
relative energy (zero: lowest compared OMol25 entry of this formula, charge and spin) = 98.96 kJ/mol
SMILES = Cc1cc[nH]c1.O.O

XYZ file:
```
19
Properties=species:S:1:pos:R:3:nbo_charge:R:1
C 0.35 0.50 1.94 -0.63
C 0.14 0.05 0.52 -0.13
C 0.19 -1.28 0.09 -0.08
N -0.03 -1.22 -1.25 -0.48
C -0.36 0.02 -1.69 -0.04
C -0.17 0.86 -0.61 -0.36
H 0.94 -0.27 2.45 0.22
H 0.97 1.40 1.93 0.22
H -0.56 0.67 2.51 0.22
H 0.25 -2.20 0.63 0.23
H -0.06 -2.03 -1.86 0.41
H -0.67 0.14 -2.72 0.22
H -0.15 1.94 -0.68 0.23
H 2.14 0.02 0.06 0.48
H 3.02 0.65 -1.00 0.46
O 3.06 0.10 -0.22 -0.95
H -2.26 0.35 0.03 0.48
H -3.75 0.47 0.03 0.46
O -3.06 -0.17 -0.15 -0.94
```

---

ORCA calculation (the ωB97M-V functional and the def2-TZVPD basis) on a cluster of 3 separate species, C33H72BrFNO9S2Si4 in total.

Values from the calculation:
frontier orbital gap = 6.971 eV
net charge = -1

XYZ file:
```
123
Properties=species:S:1:pos:R:3:lowdin_charge:R:1
C 9.88 -0.13 4.07 -0.12
O 10.03 -0.82 2.86 -0.20
C 8.82 -0.94 2.14 -0.23
C 8.34 0.35 1.47 -0.18
C 6.86 0.62 1.73 -0.22
C 6.28 1.79 0.93 -0.20
C 4.78 1.63 0.65 -0.20
C 3.93 2.83 1.03 -0.20
C 2.57 2.80 0.32 -0.22
C 1.55 3.80 0.84 -0.19
C 1.14 3.72 2.32 -0.41
C -0.09 4.62 2.56 -0.15
C -0.11 5.36 3.90 -0.27
C -0.05 4.60 5.20 -0.58
Br -1.44 3.26 5.41 0.61
C 2.28 4.36 3.23 -0.69
O 2.61 3.74 4.25 -0.03
O 2.63 5.49 2.80 -0.04
N 0.77 2.34 2.73 -0.29
F 1.98 1.57 2.83 -0.12
S -0.16 1.54 1.55 1.03
C -1.15 0.43 2.57 -0.33
C -2.62 0.72 2.54 -0.55
O -3.23 1.28 1.66 0.09
O -3.25 0.16 3.59 -0.02
C -4.62 0.54 3.74 -0.09
C -5.59 -0.19 2.82 -0.31
C -5.02 -1.39 2.09 0.01
O -6.71 -0.56 3.67 0.00
C -7.83 -0.90 2.98 -0.55
O -8.29 -2.01 2.99 0.11
C -8.50 0.26 2.27 -0.45
S -8.61 -0.01 0.48 0.75
H 10.78 -0.28 4.66 0.08
H 9.02 -0.51 4.64 0.09
H 9.73 0.95 3.93 0.08
H 9.00 -1.72 1.40 0.12
H 8.04 -1.32 2.82 0.11
H 8.94 1.18 1.85 0.11
H 8.47 0.26 0.39 0.10
H 6.30 -0.28 1.46 0.11
H 6.68 0.78 2.80 0.12
H 6.81 1.79 -0.02 0.08
H 6.49 2.74 1.43 0.12
H 4.37 0.77 1.19 0.11
H 4.62 1.41 -0.41 0.09
H 3.79 2.81 2.11 0.10
H 4.44 3.76 0.77 0.12
H 2.76 3.03 -0.73 0.11
H 2.18 1.78 0.33 0.07
H 0.63 3.69 0.25 0.09
H 1.91 4.81 0.65 0.12
H -0.04 5.39 1.80 0.12
H -1.02 4.07 2.40 0.09
H -1.03 5.96 3.93 0.10
H 0.72 6.07 3.91 0.11
H 0.92 4.13 5.37 0.04
H -0.26 5.28 6.02 0.05
H -1.03 -0.56 2.13 0.09
H -0.77 0.41 3.59 0.09
H -4.70 1.62 3.60 0.14
H -4.88 0.32 4.77 0.14
H -5.94 0.53 2.08 0.12
H -4.24 -1.89 2.66 0.09
H -5.81 -2.12 1.89 0.07
H -4.61 -1.07 1.14 0.09
H -8.03 1.21 2.50 0.08
H -9.53 0.28 2.61 0.08
H -7.33 0.25 0.21 -0.14
O 7.17 1.55 -5.71 -0.27
Si 7.04 2.40 -7.11 0.34
C 7.88 4.06 -6.94 -0.16
C 5.24 2.66 -7.55 -0.16
C 7.87 1.43 -8.47 -0.17
Si 6.75 1.65 -4.12 0.35
C 7.36 0.12 -3.24 -0.16
C 4.90 1.76 -3.94 -0.15
C 7.53 3.15 -3.33 -0.15
H 7.37 4.70 -6.22 0.03
H 7.88 4.59 -7.90 0.03
H 8.91 3.95 -6.62 0.03
H 4.70 1.71 -7.58 0.04
H 5.15 3.13 -8.53 0.03
H 4.74 3.31 -6.82 0.03
H 7.39 0.46 -8.61 0.03
H 8.92 1.27 -8.26 0.03
H 7.79 1.98 -9.42 0.03
H 6.92 -0.79 -3.66 0.03
H 7.09 0.18 -2.18 0.02
H 8.45 0.02 -3.31 0.03
H 4.51 2.69 -4.35 0.03
H 4.62 1.72 -2.88 0.02
H 4.40 0.93 -4.45 0.04
H 7.13 4.08 -3.75 0.03
H 8.61 3.16 -3.48 0.04
H 7.34 3.16 -2.25 0.03
O -9.08 -6.65 0.01 -0.27
Si -8.75 -5.16 0.65 0.35
C -10.27 -4.08 0.57 -0.15
C -7.38 -4.34 -0.32 -0.15
C -8.22 -5.38 2.42 -0.15
Si -9.58 -7.35 -1.39 0.34
C -9.66 -9.20 -1.13 -0.17
C -8.37 -6.98 -2.76 -0.16
C -11.27 -6.72 -1.87 -0.16
H -10.56 -3.86 -0.46 0.03
H -10.07 -3.13 1.08 0.01
H -11.12 -4.55 1.07 0.04
H -6.50 -4.97 -0.37 0.04
H -7.11 -3.40 0.15 0.01
H -7.69 -4.12 -1.35 0.03
H -7.33 -6.00 2.49 0.03
H -9.00 -5.85 3.01 0.03
H -8.00 -4.40 2.85 0.01
H -8.68 -9.61 -0.86 0.03
H -9.99 -9.69 -2.05 0.03
H -10.37 -9.46 -0.34 0.03
H -8.36 -5.91 -3.01 0.02
H -8.64 -7.53 -3.67 0.03
H -7.35 -7.27 -2.48 0.04
H -11.24 -5.66 -2.12 0.02
H -11.99 -6.86 -1.06 0.03
H -11.64 -7.26 -2.75 0.03
```

---

ORCA calculation (the ωB97M-V functional and the def2-TZVPD basis) on a cluster of 2 separate species, C5H14 in total in a non-equilibrium geometry.

Values from the calculation:
frontier orbital gap = 11.514 eV
relative energy (zero: lowest compared OMol25 entry of this formula, charge and spin) = 155.51 kJ/mol
SMILES = CCC.CC

XYZ file:
```
19
Properties=species:S:1:pos:R:3:nbo_charge:R:1
C -1.20 1.98 -0.07 -0.43
C -2.45 1.98 -0.93 -0.61
C -0.22 0.97 -0.18 -0.59
H -1.67 1.76 0.93 0.19
H -0.72 3.00 0.10 0.20
H -2.49 2.40 -1.94 0.21
H -2.80 1.00 -1.04 0.20
H 0.48 1.22 -1.09 0.19
H -0.58 -0.04 -0.33 0.20
H -3.26 2.70 -0.58 0.21
H 0.61 0.88 0.74 0.21
C 2.13 -1.97 -0.11 -0.62
C 1.38 -2.44 1.18 -0.62
H 2.72 -1.03 0.05 0.21
H 3.04 -2.57 -0.41 0.21
H 1.44 -1.92 -0.88 0.21
H 0.35 -2.12 1.18 0.21
H 1.84 -2.20 2.17 0.21
H 1.39 -3.60 1.22 0.20
```

---

ORCA calculation (the ωB97M-V functional and the def2-TZVPD basis) on an isolated molecule of C19H22N6O2 in a non-equilibrium geometry.

Values from the calculation:
frontier orbital gap = 8.289 eV
relative energy (zero: lowest compared OMol25 entry of this formula, charge and spin) = 41.23 kJ/mol
SMILES = CCOC(=O)N1CCC(Nc2ccc3nnc(-c4ccccc4)n3n2)CC1

XYZ file:
```
49
Properties=species:S:1:pos:R:3:nbo_charge:R:1
C -2.44 3.62 3.57 -0.62
C -1.21 3.22 2.79 -0.07
H -1.41 3.20 1.71 0.18
H -0.38 3.91 2.97 0.20
O -0.82 1.91 3.21 -0.53
C 0.45 1.55 2.91 0.90
O 1.23 2.28 2.35 -0.67
N 0.75 0.31 3.36 -0.45
C -0.23 -0.62 3.88 -0.21
H -0.06 -0.75 4.96 0.19
C -0.13 -1.97 3.16 -0.41
H -1.10 -2.46 3.15 0.23
H 0.58 -2.64 3.67 0.19
C 0.36 -1.72 1.74 -0.06
N 0.19 -2.89 0.90 -0.58
C 0.09 -2.77 -0.45 0.38
N 0.04 -1.55 -0.94 -0.34
N -0.15 -1.45 -2.25 -0.13
C -0.26 -0.34 -3.03 0.28
N -0.46 -0.73 -4.28 -0.25
N -0.49 -2.05 -4.35 -0.26
C -0.30 -2.51 -3.13 0.22
C -0.22 -3.82 -2.60 -0.14
C -0.02 -3.95 -1.26 -0.27
H 0.05 -4.91 -0.79 0.22
H -0.31 -4.66 -3.26 0.24
C -0.15 1.04 -2.60 -0.11
C 0.28 1.38 -1.32 -0.15
C 0.40 2.70 -0.95 -0.24
C 0.09 3.71 -1.85 -0.21
C -0.34 3.38 -3.13 -0.21
C -0.45 2.06 -3.51 -0.17
H -0.77 1.78 -4.50 0.23
H -0.58 4.16 -3.84 0.21
H 0.18 4.74 -1.56 0.21
H 0.74 2.95 0.05 0.24
H 0.52 0.60 -0.61 0.22
H 0.48 -3.78 1.28 0.39
C 1.83 -1.24 1.78 -0.42
H 2.07 -0.74 0.85 0.23
C 2.01 -0.29 2.98 -0.23
H 2.41 -0.82 3.85 0.19
H 2.70 0.52 2.72 0.25
H 2.49 -2.10 1.89 0.20
H -0.25 -0.94 1.28 0.23
H -1.22 -0.19 3.74 0.23
H -2.23 3.63 4.64 0.21
H -3.25 2.92 3.38 0.21
H -2.76 4.61 3.26 0.22
```

---

ORCA calculation (the ωB97M-V functional and the def2-TZVPD basis) on a structure of composition C21H39Cl3N7O3ScSi in a non-equilibrium geometry.

Values from the calculation:
frontier orbital gap = 3.450 eV
relative energy (zero: lowest compared OMol25 entry of this formula, charge and spin) = 484.00 kJ/mol

XYZ file:
```
75
Properties=species:S:1:pos:R:3:lowdin_charge:R:1
C 4.68 -0.81 1.55 -0.04
C 3.80 0.43 1.50 -0.40
H 5.64 -0.53 2.02 0.07
H 4.84 -1.20 0.53 0.07
H 4.22 -1.59 2.18 0.07
C 4.32 1.68 1.89 -0.22
C 5.69 2.18 1.66 -0.21
H 3.71 2.39 2.46 0.06
H 6.07 2.05 0.64 0.06
H 6.45 1.77 2.35 0.04
H 5.71 3.26 1.85 0.05
Sc -2.01 -0.59 -0.68 0.29
Cl -2.07 -2.57 0.72 0.10
Cl -2.37 -1.12 -2.99 0.06
H -6.84 -2.05 -2.64 0.10
H -6.23 -4.50 -1.33 0.09
C -5.74 -1.94 -2.64 -0.05
C -5.24 -4.12 -1.61 -0.03
N -5.21 -2.67 -1.51 -0.17
H -5.49 -0.89 -2.51 0.08
C -4.64 -2.06 -0.47 -0.35
O -4.15 -0.89 -0.52 -0.24
H -4.53 -4.57 -0.92 0.09
H -4.57 -2.68 0.44 0.10
H -5.29 -2.33 -3.57 0.09
H -5.00 -4.43 -2.63 0.10
H 2.32 0.93 -2.48 0.08
H 2.67 3.44 -0.69 0.09
C 1.64 1.73 -2.83 -0.04
C 1.81 3.68 -1.33 -0.05
N 1.08 2.48 -1.71 -0.15
H 0.85 1.30 -3.45 0.09
C -0.18 2.30 -1.23 -0.34
O -1.09 1.61 -1.73 -0.14
H 1.11 4.34 -0.81 0.10
H -0.31 2.86 -0.27 0.12
H 2.24 2.44 -3.40 0.09
H 2.20 4.15 -2.23 0.09
O 2.84 0.29 0.24 -0.19
C 2.27 0.18 1.50 -0.37
C 1.33 2.56 1.70 -0.07
C 1.37 1.21 2.07 -0.18
H 1.89 2.90 0.83 0.06
C 0.59 3.50 2.45 -0.09
H 1.92 -0.86 1.72 0.12
C 0.65 0.79 3.20 -0.04
H 0.52 4.54 2.11 0.10
C -0.07 3.08 3.61 -0.12
C -0.04 1.72 3.98 -0.11
H 0.74 -0.27 3.49 0.11
H -0.61 3.82 4.21 0.09
H -0.55 1.39 4.89 0.09
Si 1.26 -2.50 -1.87 0.47
Cl 0.35 -0.70 -0.61 0.47
C 1.20 -2.12 -3.72 -0.19
C -0.13 -3.78 -1.72 -0.26
C 2.89 -3.17 -1.31 -0.18
H 1.40 -1.07 -3.96 0.01
H 0.20 -2.36 -4.13 0.02
H 1.94 -2.75 -4.24 0.05
H 3.73 -2.65 -1.78 0.05
H 2.91 -4.23 -1.61 0.05
H 3.00 -3.11 -0.22 0.04
H -0.37 -4.01 -0.67 -0.02
H 0.17 -4.73 -2.22 0.05
H -1.05 -3.41 -2.21 -0.02
N -4.00 0.83 3.88 0.15
N -3.41 1.19 2.67 -0.24
N -3.54 2.41 2.12 0.15
C -2.83 2.26 0.99 -0.15
N -2.33 1.01 0.85 -0.06
N -2.65 0.34 2.00 0.11
H -4.07 -0.17 3.92 0.10
H -4.91 1.33 3.96 0.12
H -2.70 3.06 0.28 0.13
```

---

ORCA calculation (the ωB97M-V functional and the def2-TZVPD basis) on a structure of composition C4H10I2N in a non-equilibrium geometry.

Values from the calculation:
frontier orbital gap (alpha / beta) = 8.936 / 5.793 eV
net charge = +1
relative energy (zero: lowest compared OMol25 entry of this formula, charge and spin) = 348.77 kJ/mol

XYZ file:
```
17
Properties=species:S:1:pos:R:3:nbo_charge:R:1
C 0.74 -1.55 1.96 -0.60
C 1.54 -2.14 0.72 -0.58
C -0.87 0.71 -1.51 -0.08
C 1.73 -1.12 -0.38 -0.37
N -0.34 1.09 -2.87 -0.78
I 1.65 -1.85 -2.39 0.20
I 2.73 0.66 0.01 0.27
H 0.75 -0.46 1.92 0.21
H 1.19 -1.88 2.90 0.23
H -0.32 -2.01 1.88 0.22
H 1.21 -3.15 0.37 0.25
H 2.51 -2.33 1.28 0.25
H -1.75 -0.01 -1.51 0.21
H -1.17 1.53 -0.89 0.19
H -1.03 1.36 -3.59 0.45
H 0.31 0.31 -3.27 0.47
H 0.27 1.96 -2.65 0.46
```

---

ORCA calculation (the ωB97M-V functional and the def2-TZVPD basis) on a structure of composition C37H42As2IrN3S7 in a non-equilibrium geometry.

Values from the calculation:
frontier orbital gap (alpha / beta) = 5.272 / 4.916 eV
relative energy (zero: lowest compared OMol25 entry of this formula, charge and spin) = 80.50 kJ/mol
spin multiplicity = 5

XYZ file:
```
92
Properties=species:S:1:pos:R:3:lowdin_spin:R:1
Ir -10.23 -13.99 11.47 1.88
S -10.06 -8.61 16.47 0.08
C -10.11 -9.78 15.35 0.01
S -10.35 -9.47 13.63 0.03
C -10.27 -11.10 13.09 0.17
C -10.19 -12.10 14.12 0.10
S -10.34 -13.77 13.88 0.40
S -9.99 -11.45 15.74 -0.01
S -10.24 -11.47 11.43 0.31
N -13.44 -12.81 11.29 0.01
C -13.26 -14.11 11.12 0.01
N -12.16 -14.80 11.45 0.10
C -12.36 -16.19 11.41 0.02
C -11.66 -17.28 11.96 0.01
C -11.99 -18.54 11.52 0.00
C -13.06 -18.81 10.65 0.00
C -13.86 -17.75 10.27 0.00
C -13.55 -16.50 10.74 0.00
S -14.55 -15.11 10.55 0.01
H -12.61 -12.20 11.51 0.01
H -14.32 -12.33 11.12 0.00
H -10.86 -17.07 12.67 0.00
H -11.43 -19.41 11.89 0.00
H -13.20 -19.82 10.23 0.00
H -14.69 -17.84 9.59 0.00
C -7.71 -14.86 6.72 0.02
As -9.41 -13.96 7.08 0.14
C -9.39 -12.09 6.59 0.02
C -10.97 -14.70 6.19 0.02
S -10.31 -13.40 9.21 0.24
H -7.02 -14.12 6.32 0.00
H -7.97 -15.63 5.95 0.00
H -7.31 -15.32 7.61 0.00
H -8.94 -11.97 5.62 0.01
H -8.74 -11.60 7.32 0.00
H -10.38 -11.66 6.67 0.00
H -10.74 -14.82 5.11 0.00
H -11.82 -14.07 6.36 0.00
H -11.08 -15.69 6.60 0.00
C -3.85 -13.21 6.95 0.00
C -4.54 -13.29 8.26 0.00
C -5.39 -12.28 8.75 0.00
C -5.97 -12.32 10.04 0.00
C -6.54 -11.02 10.58 0.00
C -5.82 -13.52 10.82 0.01
As -7.05 -13.80 12.34 0.02
N -8.51 -14.94 11.53 0.21
C -8.23 -16.19 11.01 0.03
C -7.21 -17.05 11.50 0.03
C -6.94 -18.27 10.89 0.00
C -7.81 -18.84 9.94 0.03
C -8.93 -18.07 9.54 0.00
C -9.00 -16.74 9.94 0.03
C -6.07 -14.77 13.97 0.00
C -6.66 -15.79 14.77 0.00
C -8.10 -16.23 14.68 0.01
C -5.87 -16.45 15.74 0.00
C -4.57 -16.06 16.08 0.00
C -3.77 -16.70 17.16 0.00
C -4.08 -14.93 15.41 0.00
C -4.81 -14.26 14.39 0.00
C -4.21 -12.97 13.81 0.00
C -4.87 -14.49 10.40 0.00
C -4.36 -15.64 11.26 0.00
C -4.33 -14.39 9.11 0.00
H -4.15 -12.33 6.39 0.00
H -4.03 -14.12 6.36 0.00
H -2.78 -13.14 7.09 0.00
H -5.54 -11.38 8.13 0.00
H -6.06 -10.18 10.06 0.00
H -6.29 -10.86 11.66 0.00
H -7.61 -10.86 10.49 0.00
H -6.66 -16.81 12.41 0.00
H -6.05 -18.82 11.20 0.00
H -7.62 -19.82 9.53 0.00
H -9.72 -18.53 8.99 0.00
H -9.77 -16.12 9.47 0.00
H -8.55 -16.03 13.70 0.00
H -8.74 -15.73 15.42 0.00
H -8.17 -17.31 14.87 0.00
H -6.32 -17.33 16.28 0.00
H -4.38 -17.20 17.94 0.00
H -3.14 -15.98 17.69 0.00
H -3.07 -17.47 16.79 0.00
H -3.14 -14.43 15.72 0.00
H -3.33 -12.69 14.37 0.00
H -4.88 -12.13 13.91 0.00
H -3.88 -13.00 12.76 0.00
H -4.89 -15.72 12.20 0.00
H -3.30 -15.56 11.52 0.00
H -4.44 -16.59 10.72 0.00
H -3.69 -15.20 8.75 0.00
```

---

ORCA calculation (the ωB97M-V functional and the def2-TZVPD basis) on an isolated molecule of C6H12O.

Values from the calculation:
frontier orbital gap = 10.272 eV
relative energy (zero: lowest compared OMol25 entry of this formula, charge and spin) = 164.07 kJ/mol
SMILES = CO[C@H]1CC[C@H]1C

XYZ file:
```
19
Properties=species:S:1:pos:R:3:nbo_charge:R:1
C 2.20 -0.69 -0.39 -0.24
O 1.34 -0.71 0.72 -0.54
C 0.36 0.27 0.88 0.12
C 0.23 1.52 -0.02 -0.45
C -1.31 1.23 -0.05 -0.40
C -1.12 -0.18 0.58 -0.24
C -1.29 -1.40 -0.32 -0.62
H 3.11 -0.11 -0.17 0.17
H 1.74 -0.28 -1.30 0.17
H 2.47 -1.72 -0.59 0.19
H 0.40 0.62 1.91 0.18
H 0.59 2.46 0.43 0.21
H 0.69 1.46 -1.02 0.21
H -1.73 1.22 -1.05 0.21
H -1.88 1.90 0.59 0.21
H -1.68 -0.35 1.51 0.20
H -2.33 -1.77 -0.33 0.21
H -1.02 -1.20 -1.36 0.20
H -0.66 -2.22 0.04 0.22
```

---

ORCA calculation (the ωB97M-V functional and the def2-TZVPD basis) on a structure of composition C21H16NO4PtS7 in a non-equilibrium geometry.

Values from the calculation:
frontier orbital gap = 5.954 eV
net charge = -1
relative energy (zero: lowest compared OMol25 entry of this formula, charge and spin) = 165.63 kJ/mol

XYZ file:
```
50
Properties=species:S:1:pos:R:3:nbo_charge:R:1
Pt 1.02 -1.66 0.72 0.61
S 6.04 -0.58 5.80 -0.10
C 4.91 -0.86 4.65 -0.56
S 5.19 -0.71 2.94 0.47
C 3.58 -1.15 2.39 -0.43
C 2.69 -1.41 3.36 -0.45
S 1.03 -1.84 3.12 -0.12
S 3.27 -1.27 5.01 0.45
S 3.31 -1.27 0.70 -0.11
N -0.92 -2.72 0.59 -0.82
C -1.40 -2.88 -0.75 0.17
C -0.86 -3.88 -1.55 -0.27
C -1.32 -4.03 -2.85 -0.18
C -2.30 -3.19 -3.34 -0.30
C -2.83 -2.18 -2.54 -0.17
C -2.38 -2.03 -1.24 -0.27
S -3.03 -3.46 -4.97 2.42
O -3.56 -2.16 -5.36 -1.02
O -4.04 -4.46 -4.67 -1.02
O -1.93 -3.94 -5.80 -1.02
H -0.70 -3.60 1.03 0.41
H -1.57 -2.20 1.18 0.40
H -0.09 -4.53 -1.16 0.21
H -0.92 -4.80 -3.50 0.24
H -3.60 -1.55 -2.97 0.25
H -2.78 -1.24 -0.61 0.20
O -0.01 -0.03 -0.86 -0.98
S -0.35 0.63 0.44 1.22
C -1.25 2.13 -0.06 -0.16
C -1.73 3.01 0.90 -0.25
C -2.45 4.12 0.49 -0.20
C -2.70 4.33 -0.86 -0.21
C -2.23 3.43 -1.81 -0.20
C -1.51 2.32 -1.40 -0.24
C 1.13 1.52 0.98 -0.14
C 2.04 1.94 0.03 -0.22
C 3.16 2.65 0.44 -0.20
C 3.35 2.93 1.79 -0.20
C 2.43 2.50 2.73 -0.20
C 1.31 1.79 2.33 -0.25
H -1.52 2.85 1.95 0.22
H -2.81 4.83 1.22 0.21
H -3.27 5.20 -1.17 0.21
H -2.43 3.59 -2.86 0.22
H -1.13 1.59 -2.12 0.26
H 1.87 1.69 -1.01 0.24
H 3.88 2.98 -0.30 0.22
H 4.23 3.48 2.11 0.22
H 2.59 2.70 3.78 0.22
H 0.60 1.41 3.06 0.23
```

---

Number 1: energy -402.340450 Ha. Number 2: energy -6661.072023 Ha. Number 3: energy -198.829925 Ha. Number 4: energy -1216.248506 Ha. Number 5: energy -3863.417062 Ha. Number 6: energy -808.126798 Ha. Number 7: energy -8962.421197 Ha. Number 8: energy -310.996782 Ha. Number 9: energy -4072.277720 Ha.